# 1
{"formula": "C32H62FIN2O13S5", "method": "ωB97M-V/def2-TZVPD", "homo_lumo_gap_ev": 6.78, "total_charge": 0, "e_lumo_ev": -1.2, "multiplicity": 1, "homo_ev": -7.995, "species": ["I", "S", "S", "S", "S", "S", "F", "O", "O", "O", "O", "O", "O", "O", "O", "O", "O", "O", "O", "O", "N", "N", "C", "C", "C", "C", "C", "C", "C", "C", "C", "C", "C", "C", "C", "C", "C", "C", "C", "C", "C", "C", "C", "C", "C", "C", "C", "C", "C", "C", "C", "C", "C", "C", "H", "H", "H", "H", "H", "H", "H", "H", "H", "H", "H", "H", "H", "H", "H", "H", "H", "H", "H", "H", "H", "H", "H", "H", "H", "H", "H", "H", "H", "H", "H", "H", "H", "H", "H", "H", "H", "H", "H", "H", "H", "H", "H", "H", "H", "H", "H", "H", "H", "H", "H", "H", "H", "H", "H", "H", "H", "H", "H", "H", "H", "H"], "positions_angstrom": [[2.07691, -2.98029, -2.25626], [-5.67465, -1.16277, 0.33542], [-3.65782, -5.21786, -3.67454], [0.25430, 2.76272, 4.70098], [-5.75104, 3.99375, -0.55703], [7.59678, 2.18867, 0.65285], [4.52564, 0.02595, 3.18725], [1.71304, 1.74381, -6.55869], [-0.27370, 1.44852, 4.70821], [-6.09509, 3.89242, -1.91019], [-3.75625, -5.73434, -4.97930], [8.47593, 2.52504, -0.41853], [7.93812, 1.82915, 1.97307], [-6.73138, -0.27003, 0.51910], [-6.65776, 4.65704, 0.32824], [-4.79836, -4.48053, -3.10079], [-0.18451, 3.60179, 5.70788], [-1.53092, -1.25211, 0.45184], [-4.58699, -0.90879, -0.50556], [0.31667, 1.84051, -1.84122], [1.72327, 1.89638, -4.11246], [0.52487, -0.27705, -0.54638], [6.33424, 1.06304, 0.21274], [3.01177, 1.41403, -3.64960], [-0.85802, -0.87854, -0.49381], [1.17600, 1.42406, -5.42868], [1.21783, 4.20088, 2.93576], [5.64771, -3.35036, 4.09113], [-1.63540, -0.95415, -1.80632], [2.30371, 3.24157, 3.16420], [-5.08328, -1.57708, 1.98702], [5.21639, -2.07811, 4.24158], [1.22257, -0.27027, 0.79196], [-3.28782, 3.67183, -0.59550], [0.03532, 3.43451, 3.10161], [4.58641, -2.09018, 1.75667], [5.43144, 3.38052, 0.19725], [-5.44885, -2.85480, 2.34208], [2.02661, 2.70959, 4.57898], [-3.22307, -6.51841, -2.58107], [-5.22700, 2.43802, -0.04330], [-2.00441, -4.53635, -1.79459], [5.57022, -4.02318, 2.86445], [-4.19948, 4.69704, -0.34517], [-6.35329, -2.80358, 0.06487], [5.03592, 1.95675, 0.52702], [0.00488, 0.50281, -5.62064], [-2.12409, -4.39171, -3.36091], [4.95285, -3.35205, 1.78689], [6.60605, 3.61262, 0.78971], [-3.69321, 2.55429, 0.33757], [-5.60833, -3.63665, 1.10940], [-2.33687, -6.03973, -1.56176], [4.82041, -1.33885, 3.07756], [3.40941, 1.96394, -2.93012], [4.41602, 4.05512, 0.71790], [-0.26509, 2.44685, -1.79548], [6.63044, 4.19517, 1.77627], [1.81755, 2.80009, -4.35195], [-4.76137, -3.13088, 2.88520], [-2.35214, -3.42604, -3.58317], [5.30125, -1.53011, 5.09405], [2.16569, 2.32950, 2.39137], [-6.02592, -3.04405, -0.99334], [-1.99130, 0.00790, -2.11325], [-0.18533, 2.63805, 2.39594], [3.90542, 1.50677, -4.07712], [-4.60337, -3.86257, 1.01605], [2.17577, 0.10818, 0.79389], [-6.52201, -3.05459, 2.90884], [-2.96201, -3.93144, -1.25448], [-1.04064, -4.85929, -3.87355], [1.42226, -1.33261, 1.04700], [-5.35718, -0.74861, 2.54533], [1.22417, 4.69621, 1.93822], [1.07423, -0.67201, -1.23825], [-4.17771, -6.89418, -2.35111], [4.71718, -3.83535, 0.76841], [4.93174, 1.77769, 1.49729], [-2.89597, -6.35334, -0.69805], [-5.47287, 1.80914, -0.73659], [-7.35874, -2.85364, 0.09878], [0.89737, 1.88458, -3.26797], [2.77713, 0.52702, -3.42359], [-1.10006, -4.33652, -1.30108], [-3.37167, 3.38228, -1.55676], [-5.67447, 2.27529, 1.13828], [-0.44922, 0.22786, -4.73511], [-2.36520, -1.58345, -1.81558], [2.52966, 3.29932, 5.28731], [2.47718, 1.70412, 4.89465], [-4.21943, 5.39397, -1.13534], [3.26833, 3.81691, 3.35122], [-0.97070, -1.05138, -2.67131], [6.30266, 0.19407, 0.75528], [-2.26012, 3.96353, -0.36645], [5.90024, -5.08115, 2.94926], [-4.21596, 5.07731, 0.48768], [1.31578, 5.02956, 3.54108], [7.09661, 4.46222, 0.30921], [-1.33238, -6.56659, -1.77655], [0.61122, 0.59524, -1.00674], [-6.06129, -4.61900, 1.25267], [6.32265, 0.80481, -0.92829], [-2.63540, -7.19062, -3.34589], [5.85219, -3.88054, 5.04383], [-0.54134, 1.01854, -6.38400], [4.13430, -1.69922, 0.92729], [-3.17419, 1.58114, 0.12454], [4.28139, 1.88873, -0.25975], [-4.05354, -1.61161, 2.01568], [0.82709, 0.18163, 1.56766], [0.18409, -0.56120, -6.16294], [-0.98493, 4.20457, 3.19481], [-3.57172, 2.75580, 1.48587], [5.42002, 3.37734, -0.84810]]}

---

# 2
{"formula": "C32H62N10O3P4", "method": "ωB97M-V/def2-TZVPD", "homo_lumo_gap_ev": 5.87, "total_charge": 0, "e_lumo_ev": -1.7, "smiles": "CP(O)[C@](C#N)(CCCCn1cccc1)[C@](C#N)(Cc1ccccc1)[PH2]=N.CN(C)P(=O)(N(C)C)N(C)C.CN(C)P(=O)(N(C)C)N(C)C", "multiplicity": 1, "homo_ev": -7.523, "species": ["P", "P", "P", "P", "O", "O", "O", "N", "N", "N", "N", "N", "N", "N", "N", "N", "N", "C", "C", "C", "C", "C", "C", "C", "C", "C", "C", "C", "C", "C", "C", "C", "C", "C", "C", "C", "C", "C", "C", "C", "C", "C", "C", "C", "C", "C", "C", "C", "C", "H", "H", "H", "H", "H", "H", "H", "H", "H", "H", "H", "H", "H", "H", "H", "H", "H", "H", "H", "H", "H", "H", "H", "H", "H", "H", "H", "H", "H", "H", "H", "H", "H", "H", "H", "H", "H", "H", "H", "H", "H", "H", "H", "H", "H", "H", "H", "H", "H", "H", "H", "H", "H", "H", "H", "H", "H", "H", "H", "H", "H", "H"], "positions_angstrom": [[-7.66345, 4.05982, -1.01315], [-2.04677, -0.65762, -0.84701], [5.41363, -0.28017, -2.55910], [3.88997, -0.18452, 0.21740], [5.03254, 0.53284, 1.31882], [-6.29030, 3.35552, -0.88806], [-1.89050, -0.50987, 0.68628], [2.17528, -2.85409, -2.05934], [6.07873, 1.06717, -1.97114], [-2.22641, -0.82748, -2.60976], [-9.24210, 4.86952, -1.15697], [-7.48834, 4.19522, -2.69283], [-3.30512, -1.82587, -0.65759], [5.28462, -4.19034, -3.26064], [6.10910, -2.42096, 5.43304], [-7.09580, 5.43453, -0.13445], [-2.60211, 0.93689, -0.98648], [7.83433, -3.23371, -0.25034], [-3.41548, -1.21065, -3.36359], [5.46171, -3.11805, -2.52400], [4.47175, -1.92283, -0.40316], [5.17328, -3.77391, 3.33853], [7.21796, -1.83950, -0.80434], [3.18962, -2.44360, -1.35161], [-6.35908, 6.52758, -0.76653], [-2.99785, -2.86019, 0.35319], [5.11585, -1.28239, 5.46611], [7.08114, -2.39000, 6.59782], [6.76819, -1.05942, 7.53656], [5.47542, -0.32078, 6.78571], [2.21119, -0.51095, 1.15295], [9.18808, -6.01803, 1.18645], [5.73821, -1.85658, -1.45823], [-4.70292, -1.45453, -0.44479], [-1.11361, -1.66508, -3.09090], [5.10054, -2.53276, 2.23018], [8.74420, -6.01441, -0.40659], [-1.52628, 1.92956, -1.02910], [8.09405, -4.63208, -1.06165], [6.32573, -3.57576, 4.48367], [-7.86340, 2.98067, -3.42002], [8.97781, -4.59329, 2.02213], [-6.33651, 5.07950, 1.08347], [-3.76443, 1.47700, -1.66014], [-9.52573, 6.30077, -1.16314], [-7.65002, 5.33526, -3.57074], [8.32807, -3.24451, 1.34918], [4.59983, -3.05575, 0.76591], [-10.15139, 4.24670, -0.17887], [4.93512, 0.68546, 7.12706], [-7.47984, 2.08889, -2.91412], [5.24541, -4.00332, 0.43237], [-11.19421, 4.51804, -0.36107], [6.06963, -1.86424, 2.22108], [-1.05706, 1.95222, -2.02315], [5.91370, -0.62550, -3.88437], [9.30520, -4.51937, 3.15464], [5.97999, 0.45304, 1.00449], [-4.66733, 0.89695, -1.48820], [-1.88588, 2.93639, -0.78966], [-3.19828, -2.50413, 1.37475], [-6.32362, 5.91464, 1.79592], [7.79131, -4.67644, -2.20335], [-9.88156, 4.53766, 0.84528], [-10.59305, 6.46935, -1.36038], [-5.14776, -1.03914, -1.35062], [-5.99059, 7.24314, -0.02655], [7.24209, -1.05106, 0.05955], [2.36205, -0.77310, 2.28220], [-6.79338, 4.22904, 1.59869], [6.30808, -4.56286, 5.15475], [1.64996, 0.54271, 1.13699], [-0.75168, 1.69735, -0.29126], [-9.01757, 6.83326, -1.96587], [-4.26009, -0.54360, -3.19679], [-7.19323, 6.24229, -3.18360], [4.09804, -4.01543, 3.74945], [-3.21676, -1.13080, -4.44091], [-3.60051, -3.76274, 0.18764], [7.30809, -0.67286, 8.50840], [3.96627, -0.09961, -2.72301], [8.88311, -7.01300, -1.04160], [-5.29312, 4.81841, 0.85175], [-7.44587, 2.96214, -4.43278], [-5.51328, 6.16613, -1.35368], [4.24730, -1.10836, 4.70207], [-9.29499, 6.78771, -0.21059], [3.50147, -3.49650, 0.92623], [-1.01344, -1.62486, -4.17839], [7.40982, -3.48799, 4.04725], [6.53998, 0.83897, -1.06470], [-0.16669, -1.31024, -2.67147], [8.19995, -2.23875, 1.97143], [4.23669, -1.81906, 2.64282], [7.92014, -3.21512, 6.77800], [-1.94811, -3.16445, 0.29906], [-4.01263, 2.47230, -1.27130], [-7.00879, 7.13153, -1.40218], [7.96954, -1.43251, -1.63823], [5.49239, -4.73212, 2.70249], [-8.70092, 5.53352, -3.80216], [9.63786, -6.95744, 1.75472], [-3.73152, -2.24066, -3.17144], [-3.60607, 1.58313, -2.73759], [1.52639, -1.24965, 0.55772], [-10.09014, 3.15593, -0.24936], [-1.25141, -2.71079, -2.78454], [-4.81770, -0.74220, 0.37385], [-5.32291, -2.33043, -0.23551], [-7.13583, 5.16798, -4.52522], [-8.95698, 2.89133, -3.49014]]}